No. 1
{"formula": "C4H4NO3", "method": "the ωB97M-V functional and the def2-TZVPD basis", "e_above_lowest_kcal_mol": 15.74, "total_energy_ev": -11835.765, "charge": 1, "spin_multiplicity": 1, "smiles": "[NH3+]C1=COC(=O)C1=O", "homo_lumo_gap_ev": 9.14, "species": ["C", "C", "C", "C", "N", "O", "O", "O", "H", "H", "H", "H"], "xyz": [[-0.095, -1.260, 0.064], [0.302, 0.003, 0.009], [-0.958, 0.856, -0.131], [-2.032, -0.174, -0.105], [1.769, 0.413, -0.052], [-1.056, 2.066, 0.068], [-3.246, 0.006, -0.021], [-1.420, -1.400, 0.078], [0.380, -2.286, 0.242], [2.356, 0.098, -0.918], [2.363, 0.235, 0.829], [1.638, 1.444, -0.063]], "forces_ev_per_a": [[0.4781, -2.4737, 1.0047], [1.3692, 0.1098, -0.9586], [2.2907, 3.3078, 1.6571], [-5.2516, 0.4132, 0.8435], [0.0453, 0.5244, 0.1823], [0.1785, -2.9790, -1.1194], [4.4467, -0.8484, -0.5908], [-1.2772, -0.3461, -0.4818], [-0.1407, 1.8833, -0.5071], [-1.5721, 0.6640, 1.7088], [-1.3083, -0.0389, -1.4076], [0.7413, -0.2164, -0.3311]]}

***

No. 2
{"formula": "C4H4NO4", "method": "the ωB97M-V functional and the def2-TZVPD basis", "e_above_lowest_kcal_mol": 102.63, "total_energy_ev": -13890.020, "charge": -1, "spin_multiplicity": 1, "smiles": "O=C([O-])C1([N+](=O)[O-])CC1", "homo_lumo_gap_ev": 8.60, "species": ["C", "C", "C", "C", "N", "O", "O", "O", "O", "H", "H", "H", "H"], "xyz": [[-0.059, 0.992, -2.504], [0.559, 0.531, 0.296], [-0.306, -0.626, -0.118], [0.307, 0.133, -1.148], [1.633, -0.993, -1.629], [0.928, 1.350, -3.180], [-1.275, 1.082, -2.686], [2.748, -0.617, -1.498], [1.282, -2.099, -1.961], [-0.041, 1.380, 0.695], [1.635, 0.314, 0.699], [0.196, -1.554, -0.031], [-1.377, -0.511, 0.090]], "forces_ev_per_a": [[0.7101, -0.7677, 0.0927], [1.5698, 0.1582, 0.2253], [-1.6141, -0.2576, 1.2931], [3.0526, 0.3771, -2.5347], [-2.8722, 2.1406, 1.0504], [-0.8831, -0.3320, 0.9961], [-0.1993, 0.2805, 0.2399], [1.7272, 0.3081, -0.0428], [-0.0166, -0.5434, -0.4601], [1.0507, -0.4248, -0.4846], [-2.3290, 0.6710, -0.6103], [-0.5996, -1.1619, 0.4620], [0.4034, -0.4480, -0.2272]]}

***

No. 3
{"formula": "C4H4NOS", "method": "the ωB97M-V functional and the def2-TZVPD basis", "e_above_lowest_kcal_mol": 122.10, "total_energy_ev": -18581.863, "charge": -1, "spin_multiplicity": 1, "homo_lumo_gap_ev": 6.77, "species": ["C", "C", "C", "C", "N", "O", "S", "H", "H", "H", "H"], "xyz": [[1.880, 1.798, 0.455], [-0.182, 1.014, -0.516], [3.651, 0.903, -0.941], [-0.703, -0.376, -0.331], [0.956, 1.085, -0.049], [3.106, 1.891, -0.005], [4.738, 1.595, -1.914], [1.709, 2.129, 1.478], [-1.638, -0.746, -0.790], [-0.096, -1.083, -0.772], [-0.714, -0.581, 0.740]], "forces_ev_per_a": [[0.6137, -1.1711, 0.5468], [-2.1830, -0.5907, -1.0516], [-0.9548, -0.5630, 0.5097], [-1.9299, -0.2984, 0.4285], [1.4953, 1.5294, 0.2703], [0.2275, 0.6258, 0.1514], [0.7128, 0.4001, -0.5220], [0.2472, 0.4511, -0.0924], [-0.3420, 1.2575, 0.3809], [2.2981, -1.4599, -0.7563], [-0.1849, -0.1807, 0.1347]]}

***

No. 4
{"formula": "C4H4NP", "method": "the ωB97M-V functional and the def2-TZVPD basis", "e_above_lowest_kcal_mol": 10.34, "total_energy_ev": -14988.119, "spin_multiplicity": 1, "smiles": "N#CC=C=CP", "homo_lumo_gap_ev": 9.95, "species": ["C", "C", "C", "C", "N", "P", "H", "H", "H", "H"], "xyz": [[1.374, 0.881, 0.527], [0.163, 0.826, -0.033], [2.174, -0.134, 0.029], [-0.865, 0.447, -0.725], [2.837, -1.064, -0.122], [-2.185, -0.458, 0.250], [1.511, 1.556, 1.328], [-1.341, 0.842, -1.543], [-1.306, -1.217, 0.927], [-2.363, -1.679, -0.639]], "forces_ev_per_a": [[-3.5094, 0.6564, -1.1658], [0.8401, 0.0194, -0.7676], [2.0883, -1.4580, 0.9757], [-0.6094, -0.8528, 3.0463], [-0.0125, 0.1492, -0.5812], [-0.7369, -1.0650, -1.8450], [0.9486, 0.4088, 0.6293], [-0.1445, 1.3220, -2.2445], [1.0826, -0.7384, 1.3324], [0.0532, 1.5584, 0.6204]]}

***

No. 5
{"formula": "C4H4O", "method": "the ωB97M-V functional and the def2-TZVPD basis", "e_above_lowest_kcal_mol": 111.02, "total_energy_ev": -6254.565, "spin_multiplicity": 1, "homo_lumo_gap_ev": 8.60, "species": ["C", "C", "C", "C", "O", "H", "H", "H", "H"], "xyz": [[-0.902, 0.027, -1.235], [-0.711, 0.299, 0.002], [-0.599, 0.396, 1.321], [0.292, -0.612, -0.694], [1.430, -0.125, -1.184], [0.040, 1.115, 1.804], [-1.318, -0.263, 1.841], [0.467, -1.624, -0.424], [1.303, 0.789, -1.431]], "forces_ev_per_a": [[-0.3544, -0.8286, -0.4917], [-2.1165, 1.8838, 1.6783], [-0.9044, -0.6309, 0.6509], [1.0805, -0.2673, -3.4348], [2.0420, -0.3540, 0.6642], [0.2178, -0.1989, 0.2352], [0.6596, 0.6782, 0.3326], [-0.3824, -0.7795, 0.7968], [-0.2422, 0.4973, -0.4316]]}

***

No. 6
{"formula": "C4H4O", "method": "the ωB97M-V functional and the def2-TZVPD basis", "e_above_lowest_kcal_mol": 3.13, "total_energy_ev": -6259.243, "spin_multiplicity": 1, "smiles": "c1ccoc1", "homo_lumo_gap_ev": 10.01, "species": ["C", "C", "C", "C", "H", "H", "H", "H", "O"], "xyz": [[0.751, -0.510, -0.736], [-0.622, -0.827, -0.616], [-1.106, 0.045, 0.329], [1.076, 0.453, 0.171], [1.482, -1.066, -1.342], [-1.249, -1.533, -1.106], [-2.091, 0.218, 0.734], [2.005, 0.871, 0.456], [-0.093, 0.818, 0.796]], "forces_ev_per_a": [[1.6858, -0.9831, -0.2978], [-0.8533, 1.4593, 1.1716], [0.9762, -0.4662, -0.7006], [-2.2720, -1.0748, -0.8618], [-0.4690, 0.4921, 0.2684], [0.0360, -0.4413, -0.4746], [0.1924, 0.0635, 0.0343], [0.3124, 0.5567, 0.3187], [0.3916, 0.3939, 0.5417]]}

***

No. 7
{"formula": "C4H4O", "method": "the ωB97M-V functional and the def2-TZVPD basis", "e_above_lowest_kcal_mol": 98.72, "total_energy_ev": -6255.098, "spin_multiplicity": 1, "smiles": "C1[C@]23C[C@]12O3", "homo_lumo_gap_ev": 11.52, "species": ["C", "C", "C", "C", "O", "H", "H", "H", "H"], "xyz": [[-0.230, -1.185, 0.045], [-0.174, 1.171, -0.056], [-0.800, 0.027, 0.764], [-0.886, -0.042, -0.768], [-1.983, 0.086, 0.045], [0.848, -1.516, -0.093], [-0.829, -2.022, 0.150], [-0.788, 2.096, -0.154], [0.873, 1.566, -0.094]], "forces_ev_per_a": [[1.3698, 0.8447, -0.7282], [-0.2110, 1.1349, -0.3951], [2.5591, 1.1666, 0.1069], [2.8571, 0.4406, -0.3224], [-3.4131, -0.7640, 0.4055], [-1.2475, 1.2827, 0.4198], [-1.3681, -1.4613, 0.0984], [-0.0248, -1.0731, 0.3778], [-0.5215, -1.5711, 0.0374]]}

***

No. 8
{"formula": "C4H4O", "method": "the ωB97M-V functional and the def2-TZVPD basis", "e_above_lowest_kcal_mol": 36.96, "total_energy_ev": -6257.777, "spin_multiplicity": 1, "smiles": "C#CCC=O", "homo_lumo_gap_ev": 10.80, "species": ["O", "C", "C", "C", "C", "H", "H", "H", "H"], "xyz": [[0.770, 1.928, 0.146], [0.686, 1.084, -0.709], [-0.319, -0.066, -0.646], [-0.359, -0.702, 0.670], [-0.358, -1.232, 1.750], [1.332, 1.119, -1.615], [-0.103, -0.805, -1.425], [-1.301, 0.367, -0.885], [-0.348, -1.692, 2.715]], "forces_ev_per_a": [[0.0211, -0.4181, -0.4467], [0.0553, 0.3333, 0.2792], [-0.0252, -0.0169, -0.0281], [-0.0110, -0.2633, 0.5005], [0.0163, 0.2269, -0.4278], [-0.1737, 0.0021, 0.1764], [0.0325, 0.0946, 0.1102], [0.1091, -0.0491, 0.0393], [-0.0245, 0.0904, -0.2031]]}

***

No. 9
{"formula": "C4H4O", "method": "the ωB97M-V functional and the def2-TZVPD basis", "e_above_lowest_kcal_mol": 168.13, "total_energy_ev": -6252.088, "spin_multiplicity": 1, "homo_lumo_gap_ev": 8.15, "species": ["C", "C", "C", "C", "O", "H", "H", "H", "H"], "xyz": [[1.834, 0.022, -0.403], [-0.323, 0.001, -0.396], [0.830, 0.829, 0.032], [0.828, -0.805, 0.079], [3.577, -0.004, 0.086], [-1.196, -0.168, 0.237], [-0.434, -0.202, -1.521], [0.670, 1.547, 0.693], [0.802, -1.470, 0.816]], "forces_ev_per_a": [[9.1904, -0.8308, 2.9142], [-1.0146, -2.0738, -2.3229], [-1.6137, -2.1035, -2.6669], [-0.0080, 2.7560, -2.9425], [-6.5636, 0.1519, -2.2741], [-0.1397, 0.7205, -0.3542], [-0.4555, 0.8795, 1.8447], [0.2766, 3.2237, 2.9099], [0.3280, -2.7234, 2.8918]]}

***

No. 10
{"formula": "C4H4O", "method": "the ωB97M-V functional and the def2-TZVPD basis", "e_above_lowest_kcal_mol": 93.86, "total_energy_ev": -6255.309, "spin_multiplicity": 1, "homo_lumo_gap_ev": 10.22, "species": ["C", "C", "C", "C", "O", "H", "H", "H", "H"], "xyz": [[-1.768, -2.171, 0.731], [0.127, 0.431, -0.873], [-0.980, -0.961, 0.962], [0.146, -0.402, 0.158], [-2.269, -1.054, 0.325], [-1.251, -0.534, 1.981], [1.255, -0.676, 0.505], [-0.897, 0.834, -1.266], [1.065, 0.701, -1.154]], "forces_ev_per_a": [[-0.4752, -0.8137, -0.6821], [-4.6981, -0.4729, 1.0357], [0.1371, 2.1955, 1.8391], [2.5041, -0.8835, 1.2528], [-0.6982, -0.5507, -0.7982], [1.4689, -0.3246, -1.0468], [-2.6773, 0.2903, -0.4032], [2.3420, -0.6824, 0.4247], [2.0968, 1.2419, -1.6220]]}